Molecular formula: C29H51BrClN8O2PSi
Method: DFT, ωB97M-V/def2-TZVPD

```
94
Properties=species:S:1:pos:R:3:forces:R:3:mulliken_charge:R:1
N 2.2134 -0.9380 -1.4459 0.26 -11.18 -3.60 -0.482
C 2.2156 -2.1880 -1.8365 -1.48 5.93 1.94 0.588
O 1.9540 -3.5970 -2.2207 0.94 4.94 2.32 -0.239
Si 0.9050 -4.3130 -1.0062 1.60 1.57 0.48 0.663
Cl 1.4194 -3.4845 0.8977 -0.41 -0.71 -1.37 -0.243
P -1.1993 -3.8540 -1.4350 -2.88 1.72 1.14 0.007
O -1.6307 -2.5807 -0.2953 2.79 -0.65 -2.12 -0.333
Br -1.4390 -2.9466 -3.5329 0.60 -0.25 1.04 -0.202
H 1.0551 -5.7608 -0.9613 0.06 0.51 -0.70 -0.105
H -0.8778 -1.8970 -0.3377 -1.70 -1.15 0.20 0.277
C 7.0921 -1.3223 -4.4026 0.15 -0.04 -0.03 -1.137
C 5.6410 -1.6989 -4.6713 0.27 0.32 -0.24 -0.662
C 5.0275 -2.5571 -3.5651 -0.25 0.09 -0.20 0.290
C 5.6463 -3.8871 -3.4807 0.46 -1.09 0.26 0.258
N 6.1348 -4.9370 -3.4105 -0.61 1.30 -0.13 -0.504
H 7.7374 -2.2059 -4.3772 -0.08 0.04 0.02 0.396
H 7.4616 -0.6627 -5.1943 -0.03 -0.06 0.20 0.319
H 7.1911 -0.7950 -3.4486 0.01 -0.02 -0.16 0.210
H 5.5748 -2.2174 -5.6351 -0.11 0.01 0.18 0.336
H 5.0551 -0.7763 -4.7636 -0.02 -0.21 0.07 0.349
H 3.9565 -2.6768 -3.7659 0.18 -0.18 0.08 0.013
H 5.1129 -2.0427 -2.6010 0.08 -0.18 -0.07 0.102
C 7.1404 1.1283 0.6813 0.18 0.03 -0.05 -1.285
C 6.0972 2.1755 0.3141 0.18 -0.12 0.51 -0.267
C 5.3365 1.8426 -0.9693 -0.14 0.24 0.16 0.079
C 6.1994 1.8847 -2.1579 0.53 -0.09 -1.03 0.193
N 6.8790 1.9149 -3.0975 -0.79 -0.01 1.16 -0.507
H 7.9295 1.0664 -0.0746 -0.06 -0.06 0.05 0.346
H 7.6121 1.3864 1.6348 -0.05 -0.08 -0.13 0.367
H 6.6842 0.1389 0.7859 0.05 0.06 0.00 0.309
H 6.5836 3.1540 0.2244 -0.16 -0.09 -0.06 0.334
H 5.3770 2.2506 1.1379 0.19 0.04 -0.42 0.238
H 4.5246 2.5684 -1.0952 0.11 -0.12 -0.16 0.141
H 4.8678 0.8558 -0.8817 0.11 0.08 -0.15 0.139
C -4.6400 1.3738 2.0387 -0.02 0.07 -0.20 -0.840
C -4.0782 -0.0365 2.1614 -0.43 0.15 0.14 -0.770
C -2.6176 -0.1424 1.7230 -0.04 -0.33 0.17 -0.147
C -2.4467 0.0982 0.2836 0.24 0.40 -1.06 0.177
N -2.3088 0.2900 -0.8521 -0.18 -0.10 1.40 -0.536
H -4.6612 1.7076 0.9967 0.07 -0.05 -0.01 0.321
H -5.6661 1.4036 2.4189 0.24 0.07 0.04 0.279
H -4.0436 2.0862 2.6174 -0.18 -0.14 -0.12 0.236
H -4.7006 -0.7253 1.5781 0.21 -0.01 0.06 0.301
H -4.1519 -0.3488 3.2102 0.12 0.00 -0.18 0.374
H -2.2513 -1.1481 1.9600 0.07 0.13 -0.23 0.327
H -2.0026 0.5612 2.2957 -0.06 0.00 -0.21 0.301
C -4.1433 6.3215 3.7265 0.08 0.05 0.05 -1.341
C -5.5944 5.9449 3.4578 0.56 0.20 -0.28 -0.018
C -6.2079 5.0867 4.5640 -0.26 0.15 -0.19 -0.475
C -5.5891 3.7567 4.6484 0.43 -1.03 0.29 0.307
N -5.1006 2.7069 4.7186 -0.62 1.37 0.07 -0.500
H -3.4980 5.4379 3.7518 -0.05 0.06 0.05 0.297
H -3.7738 6.9811 2.9348 -0.02 -0.09 0.13 0.386
H -4.0443 6.8489 4.6804 0.08 -0.04 -0.06 0.335
H -5.6606 5.4264 2.4940 0.00 0.27 0.56 0.088
H -6.1803 6.8675 3.3655 -0.06 -0.26 0.00 0.377
H -7.2789 4.9670 4.3632 0.16 -0.16 0.07 0.297
H -6.1225 5.6011 5.5281 0.07 -0.23 -0.04 0.346
C -8.0834 3.0637 -2.0595 0.04 0.08 -0.13 -1.280
C -7.4311 2.1965 -0.9908 0.06 -0.05 -0.45 -0.325
C -7.9130 2.5201 0.4233 0.14 -0.33 0.07 -0.309
C -7.4972 3.8589 0.8633 0.15 0.99 0.44 0.228
N -7.1722 4.9165 1.2122 -0.77 -1.46 -0.86 -0.518
H -7.8203 4.1187 -1.9351 -0.06 -0.10 0.01 0.339
H -7.7470 2.7515 -3.0533 -0.08 0.08 0.14 0.370
H -9.1737 2.9737 -2.0271 0.09 0.03 -0.01 0.314
H -6.3417 2.3029 -1.0544 -0.15 -0.07 0.12 0.217
H -7.6631 1.1466 -1.2075 0.07 0.13 0.19 0.375
H -7.5001 1.7760 1.1145 -0.06 0.27 0.03 0.104
H -9.0040 2.4305 0.4770 0.14 0.20 0.04 0.436
C 0.7669 3.2033 -0.4319 -0.03 -0.14 -0.10 -0.991
C 0.3660 3.5325 1.0001 -0.25 -0.21 -0.34 -0.256
C 1.3655 4.4457 1.7098 -0.28 0.03 0.25 -0.543
C 2.6624 3.7911 1.9303 1.13 -0.36 0.15 0.307
N 3.6880 3.2775 2.1035 -1.53 0.70 -0.10 -0.502
H 1.7013 2.6345 -0.4658 -0.07 0.06 0.00 0.134
H -0.0096 2.5970 -0.9093 0.15 0.07 0.03 0.317
H 0.8962 4.1151 -1.0234 0.00 -0.07 0.05 0.336
H 0.2374 2.6003 1.5627 0.05 0.18 0.02 0.204
H -0.6106 4.0315 0.9804 0.17 -0.01 0.14 0.307
H 0.9471 4.7385 2.6798 0.26 -0.03 -0.06 0.304
H 1.5048 5.3679 1.1341 0.15 -0.17 0.07 0.298
C 4.2570 -9.3846 -0.9836 0.12 0.06 0.02 -1.132
C 3.1688 -10.0543 -0.1548 0.49 -0.12 -0.01 -0.426
C 1.7718 -9.5016 -0.4369 -0.10 -0.29 0.16 -0.335
C 1.6256 -8.1044 -0.0064 -0.20 0.94 0.23 0.332
N 1.5082 -7.0005 0.3305 0.40 -2.12 0.30 -0.554
H 4.3490 -8.3215 -0.7404 -0.01 -0.10 -0.07 0.341
H 5.2245 -9.8566 -0.7847 -0.13 0.11 -0.07 0.322
H 4.0487 -9.4771 -2.0541 0.04 0.03 0.10 0.307
H 3.4103 -9.9509 0.9097 -0.16 -0.03 -0.13 0.309
H 3.1724 -11.1276 -0.3807 -0.17 0.17 0.09 0.302
H 1.0365 -10.1154 0.0963 -0.03 0.28 -0.05 0.291
H 1.5426 -9.5901 -1.5050 0.01 0.19 0.13 0.268
```
Forces are in eV/Å.

Properties
- orbital gap (eV) = 8.6
- HOMO level (eV) = -9.26
- lowest unoccupied orbital energy (hartree) = -0.024
- total energy (Ha) = -5389.13463